Computed, not measured: a molecular structure, C17H20GeN3NaO7 in a non-equilibrium geometry, with wB97M-V/def2-TZVPD.

Properties
Molecular weight   473.96 g mol⁻¹
Frontier orbital gap   0.167 Ha
Energy above the lowest of the compared OMol25 structures with the same formula, charge and spin   0.630 eV
Charge   -2
E_tot   -97685.191 eV

Each line ends with the Mulliken charge.
Element x y z (Å)
1 Na -0.250 -0.101 -0.586  0.808
2 O -1.138 0.924 -3.243  -0.770
3 C -0.692 1.536 -2.254  0.058
4 O 0.458 1.429 -1.749  -0.798
5 C -1.667 2.465 -1.527  0.570
6 C -2.387 3.395 -2.194  -0.377
7 C -3.320 4.231 -1.522  -0.446
8 C -3.501 4.099 -0.157  -0.143
9 C -2.768 3.172 0.559  -0.592
10 C -1.845 2.239 -0.094  0.768
11 O -1.307 1.284 0.488  -0.600
12 N -2.970 3.154 1.975  0.953
13 O -2.130 2.658 2.706  -0.580
14 O -3.978 3.709 2.430  -0.698
15 N -4.062 5.195 -2.239  1.013
16 O -4.887 5.891 -1.642  -0.695
17 O -3.864 5.329 -3.446  -0.694
18 H -2.264 3.508 -3.262  0.494
19 H -4.195 4.742 0.359  0.594
20 C -3.546 -1.424 0.192  -1.072
21 Ge -2.176 -2.385 1.254  0.400
22 C -3.200 -4.045 1.842  -1.372
23 C -1.951 -1.369 2.938  -1.016
24 C -0.573 -2.613 0.251  -0.978
25 H -4.525 -1.396 0.680  0.343
26 H -3.668 -1.883 -0.792  0.327
27 H -3.214 -0.396 0.041  0.247
28 H -4.125 -3.766 2.359  0.337
29 H -2.604 -4.663 2.520  0.356
30 H -3.468 -4.660 0.977  0.353
31 H -2.888 -1.322 3.500  0.352
32 H -1.647 -0.346 2.705  0.163
33 H -1.192 -1.818 3.585  0.327
34 H -0.690 -3.398 -0.506  0.203
35 H 0.280 -2.869 0.891  0.137
36 C 5.914 0.994 2.525  -1.347
37 C 4.557 0.678 1.955  1.154
38 C 4.409 0.184 0.665  -0.694
39 C 3.135 -0.096 0.189  -0.398
40 N 2.037 0.078 0.912  -0.012
41 C 2.171 0.567 2.139  -0.380
42 C 3.400 0.876 2.701  -0.646
43 H 6.699 0.789 1.797  0.333
44 H 6.107 0.397 3.418  0.304
45 H 5.975 2.046 2.812  0.301
46 H 5.277 0.025 0.037  0.273
47 H 2.982 -0.469 -0.818  0.367
48 H 1.247 0.720 2.688  0.407
49 H 3.460 1.271 3.709  0.365